[1]
Density functional theory data (ωB97M-V/def2-TZVPD) for one molecule with the formula C7H13F at a distorted geometry.

Each line ends with the Löwdin charge.
CARTESIAN COORDINATES (ANGSTROEM)
1 C -2.46 -0.14 -0.07  -0.05
2 C -0.98 -0.43 0.01  -0.30
3 C -0.60 -1.90 -0.06  -0.05
4 C -0.05 0.51 0.23  -0.29
5 C -0.11 1.95 -0.12  -0.06
6 C 1.33 0.09 0.75  -0.14
7 C 2.36 0.03 -0.44  -0.20
8 H -2.66 0.92 -0.08  0.06
9 H -2.94 -0.60 0.82  0.10
10 H -2.89 -0.59 -0.93  0.06
11 H 0.46 -2.03 -0.27  0.07
12 H -0.86 -2.32 0.88  0.07
13 H -1.18 -2.36 -0.87  0.09
14 H -1.09 2.33 -0.41  0.06
15 H 0.15 2.52 0.79  0.09
16 H 0.58 2.20 -0.93  0.08
17 H 1.34 -0.90 1.22  0.11
18 H 1.62 0.79 1.53  0.11
19 H 1.83 -0.50 -1.26  0.12
20 H 2.62 1.04 -0.74  0.11
21 F 3.52 -0.59 -0.03  -0.06

## Properties
**Relative energy (zero: lowest compared OMol25 entry of this formula, charge and spin)**: 7.97 kcal/mol
**LUMO level**: 1.010 eV
**Orbital gap**: 9.5484 eV
**Energy**: -10186.49699 eV



[2]
Density functional theory data (ωB97M-V/def2-TZVPD) for an isolated ion of composition C7H13F2N2 and charge +1 at a distorted geometry.

Each line ends with the Löwdin charge.
CARTESIAN COORDINATES (ANGSTROEM)
1 C -0.44 0.61 -1.20  -0.07
2 C 0.62 -1.69 -0.81  -0.11
3 C -0.20 -1.07 1.44  -0.02
4 C 0.92 -0.19 -1.08  -0.17
5 C -0.13 0.45 1.13  -0.18
6 C 1.72 0.28 0.03  -0.38
7 C -1.30 2.38 0.34  -0.01
8 N -0.91 0.98 0.14  -0.20
9 N -0.43 -1.82 0.11  0.06
10 F 2.33 1.47 -0.11  0.14
11 F 2.53 -0.60 0.63  0.13
12 H -0.10 1.69 -1.67  0.19
13 H -1.21 0.06 -1.71  0.12
14 H 0.15 -2.18 -1.75  0.17
15 H 1.41 -2.45 -0.69  0.16
16 H 0.67 -1.44 1.85  0.10
17 H -0.99 -1.28 2.15  0.13
18 H 1.37 -0.06 -2.01  0.14
19 H -0.11 1.17 2.10  0.17
20 H -2.36 2.49 0.08  0.11
21 H -0.94 2.59 1.38  0.10
22 H -0.69 2.91 -0.34  0.07
23 H -1.23 -1.47 -0.28  0.12
24 H -0.69 -2.83 0.26  0.22

## Properties
**LUMO level (alpha / beta)**: -3.406 / -4.798 eV
**Orbital gap (alpha / beta)**: 5.2868 / 9.1416 eV
**2S+1**: 3
**Total charge**: +1
**Energy**: -15871.70212 eV